{"formula": "C3H7N2S2", "method": "ωB97M-V/def2-TZVPD", "total_energy_ha": -1024.0142, "de_lowest_kj_mol": 390.78, "molar_mass_da": 135.2, "charge": 1, "e_lumo_ha": [-0.176, -0.176], "gap_ev": [7.0222, 7.0216], "elements": ["C", "C", "C", "N", "N", "S", "S", "H", "H", "H", "H", "H", "H", "H"], "coordinates": [[1.210, 0.086, -0.552], [0.706, -1.410, 1.370], [-1.080, 1.040, -0.813], [0.141, 0.672, -1.180], [1.380, -0.772, 0.518], [-1.551, 0.776, 0.887], [-2.084, 1.335, -2.260], [1.991, -0.004, -1.310], [-0.244, -1.113, 1.617], [1.356, -1.992, 1.993], [0.179, 0.978, -2.186], [2.423, -0.672, 0.628], [-2.489, 1.623, 0.820], [-2.760, 2.445, -1.945]], "forces_ev_per_angstrom": [[0.8, 0.4, -1.7], [1.6, -1.0, 1.7], [0.1, -0.7, 0.6], [-2.2, 0.5, -0.1], [2.2, 2.9, -3.0], [1.7, -0.7, -1.1], [0.1, -0.4, 0.5], [0.2, 0.1, 0.9], [-2.3, -0.3, 0.2], [-0.4, -0.3, 0.7], [1.2, -0.8, 1.0], [-1.1, -1.3, 0.0], [-1.9, 1.5, 0.1], [0.1, 0.2, 0.4]], "nbo_charge": [-0.0648, -0.0876, -0.0815, -0.4635, -0.3923, 0.1073, 0.0992, 0.2177, 0.2070, 0.2195, 0.4600, 0.4596, 0.1555, 0.1640]}